# C11H11AuCl2O3PRh

A molecular structure, C11H11AuCl2O3PRh (the ωB97M-V functional and the def2-TZVPD basis, the OMol25 dataset).

Last column: natural (NBO) charge in e.
Geometry (Å):
1 Rh 4.8621 1.4478 -6.4340  0.639
2 Au 0.5739 1.4752 -0.0700  0.897
3 Cl 4.3172 -0.8303 -6.1676  0.053
4 Cl -0.3166 3.1404 -1.3400  0.167
5 C 1.0265 1.5742 1.7858  0.424
6 C 6.0606 0.9738 -7.7548  0.439
7 C 5.1973 3.2224 -6.5881  0.448
8 O 0.8357 2.2748 2.7012  -0.256
9 O 6.8306 0.7358 -8.5809  -0.283
10 O 5.5093 4.3448 -6.7447  -0.295
11 C -3.2208 -0.7220 0.0053  -0.874
12 P -1.6381 0.1511 0.5447  1.077
13 C -2.5111 1.5971 1.3239  -0.933
14 C -1.2909 -1.0095 1.9090  -0.177
15 C -1.0678 -0.5416 3.2021  -0.175
16 C -0.7601 -1.4619 4.2040  -0.114
17 C -0.5697 -2.8016 3.8766  0.128
18 C -0.6340 -3.2530 2.5497  -0.080
19 C -0.9494 -2.3242 1.5586  -0.225
20 H -3.7778 -0.1295 -0.7373  0.305
21 H -3.8346 -0.8234 0.9044  0.305
22 H -3.0275 -1.7303 -0.3961  0.286
23 H -3.3851 1.3420 1.9418  0.323
24 H -1.8145 2.2870 1.8021  0.256
25 H -2.7888 2.1130 0.4156  0.276
26 H -1.1770 0.5158 3.4090  0.245
27 H -0.6960 -1.1327 5.2400  0.297
28 H -0.3425 -3.5413 4.6529  0.289
29 H -0.4684 -4.2943 2.2842  0.298
30 H -0.9425 -2.5998 0.5025  0.261

Computed properties:
- LUMO (alpha / beta) (eV) = -13.78 / -18.00
- spin multiplicity = 7
- expectation value of S² = 12.042
- net charge = +4
- relative energy (zero: lowest compared OMol25 entry of this formula, charge and spin) (kcal/mol) = 2.1

---

# C11H11B

2 unconnected molecules or ions with the total composition C11H11B (the ωB97M-V functional and the def2-TZVPD basis, the OMol25 dataset).

Last column: natural (NBO) charge in e.
Geometry (Å):
1 B 0.4647 0.0420 2.6274  0.577
2 C -0.5216 3.4325 0.1563  -0.198
3 C -1.4372 2.3723 0.2217  -0.218
4 C 0.6721 3.3154 0.8939  -0.225
5 C -1.1630 1.2832 0.9226  -0.185
6 C 0.9969 2.2033 1.5374  -0.185
7 C 0.1077 1.1117 1.6322  -0.504
8 C 1.0598 -2.6703 -2.0791  -0.225
9 C 0.8084 -1.4833 -1.3118  -0.392
10 C 0.0607 -3.5599 -1.8648  -0.189
11 C -0.2174 -1.6470 -0.5320  0.196
12 C -0.8642 -3.0111 -0.7999  -0.567
13 H 1.2470 -0.8075 2.6185  -0.122
14 H -0.7631 4.4346 -0.3439  0.218
15 H -2.3925 2.6079 -0.2967  0.218
16 H 1.3610 4.1276 0.9097  0.211
17 H -1.7781 0.4336 1.0479  0.213
18 H 1.9349 2.0481 2.0316  0.203
19 H 1.8949 -2.6852 -2.7245  0.218
20 H 1.4154 -0.5033 -1.3761  0.233
21 H -0.1921 -4.5808 -2.1872  0.219
22 H -1.9267 -2.8814 -1.2394  0.252
23 H -0.7674 -3.5824 0.1560  0.252

Computed properties:
- LUMO (alpha / beta) (eV) = -0.21 / -0.71
- relative energy (zero: lowest compared OMol25 entry of this formula, charge and spin) (kcal/mol) = 102.4

---

# C11H11BN2O

C11H11BN2O in the gas phase (the ωB97M-V functional and the def2-TZVPD basis, the OMol25 dataset).

Last column: natural (NBO) charge in e.
Geometry (Å):
1 C -0.8769 3.0606 0.9082  -0.272
2 O 0.3833 2.3724 0.7525  -0.674
3 B 0.2825 1.1276 0.2858  0.990
4 C 1.5544 0.2473 0.1518  -0.161
5 C 1.8764 -0.3805 -1.0781  -0.235
6 C 3.0549 -1.0265 -1.1937  -0.185
7 C 3.9010 -1.0628 -0.0650  -0.253
8 C 3.4669 -0.5276 1.0896  0.024
9 N 2.3424 0.1636 1.2280  -0.393
10 C -1.2610 0.0714 0.0011  -0.034
11 C -1.2484 -1.3188 -0.0037  -0.265
12 C -2.3972 -1.9976 -0.3303  -0.171
13 C -3.5400 -1.2755 -0.5302  -0.259
14 C -3.4871 0.1110 -0.3330  0.051
15 N -2.4305 0.7847 -0.2171  -0.459
16 H -0.6592 4.0776 0.8617  0.185
17 H -1.3182 2.7362 1.8986  0.181
18 H -1.6422 2.7236 0.1587  0.230
19 H 1.1569 -0.3138 -1.9762  0.226
20 H 3.2889 -1.8356 -1.9284  0.222
21 H 4.8937 -1.3879 -0.1647  0.215
22 H 4.1452 -0.5028 1.9827  0.191
23 H -0.2540 -1.7326 0.0896  0.228
24 H -2.4935 -3.0488 -0.4806  0.216
25 H -4.4275 -1.8513 -0.5056  0.217
26 H -4.3105 0.7861 -0.6019  0.185

Computed properties:
- LUMO (eV) = 0.46
- SMILES = COB(c1ccccn1)c1ccccn1
- relative energy (zero: lowest compared OMol25 entry of this formula, charge and spin) (kcal/mol) = 0.0

---

# C11H11BrIrN3S

A molecular structure, C11H11BrIrN3S (the ωB97M-V functional and the def2-TZVPD basis, the OMol25 dataset).

Last column: natural (NBO) charge in e.
Geometry (Å):
1 Ir -0.0737 0.1658 0.5742  0.691
2 N 1.3290 1.0993 -0.8728  -0.580
3 N 1.0312 2.3988 -0.3662  -0.242
4 C -1.4472 2.1914 -0.2897  0.127
5 N -2.3274 3.1270 -0.1798  -0.634
6 S -1.5726 0.7124 -1.0685  0.263
7 H 2.3360 0.9387 -0.8884  0.449
8 H 0.9531 0.9998 -1.8167  0.438
9 H 1.7773 2.6585 0.2965  0.451
10 H -2.1122 3.9796 0.3340  0.457
11 H -3.2464 3.0438 -0.6024  0.452
12 Br -0.5725 0.4672 2.9949  0.281
13 C -0.2616 2.3536 2.9911  -0.047
14 C -0.1712 2.9794 4.1839  -0.260
15 C 0.1011 4.3682 4.1407  -0.131
16 C 0.2954 5.0167 2.9566  -0.177
17 C 0.2358 4.3520 1.6964  -0.008
18 C 0.4444 5.1266 0.4981  -0.397
19 C 0.6282 4.7230 -0.8132  -0.164
20 C 0.8581 3.4639 -1.3349  -0.323
21 C -0.1849 2.2030 0.5198  0.040
22 C -0.0898 2.9709 1.7449  -0.226
23 H -0.2786 2.4535 5.1236  0.263
24 H 0.1834 4.9126 5.0725  0.259
25 H 0.5293 6.0735 2.9601  0.249
26 H 0.4454 6.1971 0.6542  0.253
27 H 0.6038 5.5078 -1.5614  0.268
28 H 0.9283 3.1881 -2.3749  0.250

Computed properties:
- LUMO (alpha / beta) (eV) = -9.56 / -9.55
- net charge = +2
- relative energy (zero: lowest compared OMol25 entry of this formula, charge and spin) (kcal/mol) = 11.1

---

# C11H11BrNO2

A gas-phase ion, C11H11BrNO2 (charge +1) (the ωB97M-V functional and the def2-TZVPD basis, the OMol25 dataset).

Last column: natural (NBO) charge in e.
Geometry (Å):
1 C -0.4211 3.5183 -0.4509  -0.202
2 C 0.8210 3.1473 0.0479  -0.124
3 C -1.4739 2.6327 -0.4179  -0.136
4 C 1.0125 1.8746 0.5736  -0.201
5 C -1.2971 1.3213 0.0776  -0.184
6 C -0.0189 0.9569 0.5850  -0.020
7 C -2.2672 0.3297 -0.1271  -0.055
8 C -1.1910 -1.8552 -0.1309  0.331
9 C -2.1636 -2.6920 -0.3890  0.109
10 C 0.1493 -0.4098 1.2104  0.242
11 C 1.0719 -1.4979 -0.8506  -0.423
12 N -0.0128 -1.4139 0.1088  -0.377
13 O -2.1921 -4.0044 -0.1604  -0.620
14 O -0.8289 -0.5845 2.1618  -0.675
15 Br -4.0548 0.5918 0.0079  0.264
16 H -0.5688 4.5108 -0.8481  0.242
17 H 1.6366 3.8529 0.0434  0.239
18 H -2.4380 2.9073 -0.8188  0.233
19 H 1.9722 1.6092 0.9920  0.231
20 H -3.1041 -2.3283 -0.7861  0.241
21 H 1.1698 -0.5361 1.5994  0.197
22 H 0.7365 -2.0107 -1.7494  0.241
23 H 1.4250 -0.5023 -1.1165  0.226
24 H 1.8984 -2.0550 -0.4041  0.224
25 H -1.3618 -4.3603 0.1849  0.494
26 H -0.6385 -1.3190 2.7586  0.500

Computed properties:
- LUMO (eV) = -4.90
- net charge = +1
- relative energy (zero: lowest compared OMol25 entry of this formula, charge and spin) (kcal/mol) = 53.9

---

# C11H11Cl33

11 unconnected molecules or ions with the total composition C11H11Cl33 (the ωB97M-V functional and the def2-TZVPD basis, the OMol25 dataset).

Last column: natural (NBO) charge in e.
Geometry (Å):
1 Cl -10.9781 -18.1639 13.2279  -0.015
2 C -12.8135 -18.0222 13.2641  -0.213
3 Cl -13.4254 -19.5144 14.1456  -0.003
4 Cl -13.4379 -18.0382 11.5374  -0.006
5 H -13.0615 -17.0853 13.7628  0.233
6 Cl -4.7352 -10.4983 13.6759  -0.007
7 C -5.2785 -11.9046 14.6886  -0.274
8 Cl -5.5306 -11.4114 16.3690  0.025
9 Cl -4.2449 -13.3135 14.4497  0.032
10 H -6.2539 -12.2105 14.3104  0.223
11 Cl -10.2969 -11.9900 12.7507  -0.020
12 C -11.6658 -12.9860 13.4453  -0.249
13 Cl -12.0100 -14.4258 12.4571  0.021
14 Cl -13.1171 -11.9324 13.4421  0.013
15 H -11.3438 -13.2075 14.4628  0.235
16 Cl -10.0239 -16.2991 7.1071  0.006
17 C -10.6129 -16.2678 8.7988  -0.273
18 Cl -9.4510 -15.5316 9.9500  0.003
19 Cl -11.0108 -17.8944 9.3143  0.038
20 H -11.5019 -15.6372 8.8001  0.228
21 Cl -7.0458 -15.2965 20.0655  0.005
22 C -8.3104 -16.5490 20.2251  -0.297
23 Cl -7.7953 -18.0419 19.5674  0.048
24 Cl -9.6952 -16.0145 19.2818  0.007
25 H -8.6224 -16.7422 21.2515  0.237
26 Cl -4.2926 -18.5972 19.5533  0.014
27 C -3.4641 -17.4691 18.4115  -0.247
28 Cl -3.3811 -18.0539 16.7203  0.019
29 Cl -1.8060 -17.0906 19.0503  -0.009
30 H -3.9710 -16.5067 18.3407  0.223
31 Cl -8.0908 -23.2950 18.7524  0.013
32 C -7.6862 -21.9130 17.6803  -0.238
33 Cl -7.4810 -22.4452 15.9345  -0.008
34 Cl -6.1582 -21.1119 18.2418  0.005
35 H -8.5132 -21.2049 17.7335  0.228
36 Cl -8.1694 -20.3923 13.1660  0.008
37 C -7.1838 -19.6248 11.8984  -0.274
38 Cl -7.5314 -17.9132 12.1085  0.001
39 Cl -7.8565 -20.0473 10.3252  0.026
40 H -6.1242 -19.8516 12.0163  0.243
41 Cl -0.1233 -16.8563 14.3475  0.020
42 C -0.7442 -16.5522 12.6967  -0.244
43 Cl -1.9099 -15.1708 12.6655  0.008
44 Cl -1.4122 -18.0645 11.8872  -0.007
45 H 0.1472 -16.2148 12.1678  0.226
46 Cl -3.4144 -10.9855 19.9220  -0.019
47 C -2.1849 -12.3198 19.5395  -0.233
48 Cl -2.9874 -13.7780 19.0078  0.043
49 Cl -0.9373 -12.5888 20.8852  -0.018
50 H -1.5646 -11.9305 18.7321  0.226
51 Cl -7.2005 -17.8479 16.0103  0.014
52 C -6.7549 -16.3317 15.1934  -0.283
53 Cl -5.3033 -16.6064 14.1896  0.000
54 Cl -6.5021 -15.0305 16.3253  0.034
55 H -7.5225 -16.0838 14.4603  0.230

Computed properties:
- LUMO (eV) = -0.10
- SMILES = ClC(Cl)Cl.ClC(Cl)Cl.ClC(Cl)Cl.ClC(Cl)Cl.ClC(Cl)Cl.ClC(Cl)Cl.ClC(Cl)Cl.ClC(Cl)Cl.ClC(Cl)Cl.ClC(Cl)Cl.ClC(Cl)Cl
- relative energy (zero: lowest compared OMol25 entry of this formula, charge and spin) (kcal/mol) = 38.8

---

# C11H11F3O2

C11H11F3O2 in the gas phase (the ωB97M-V functional and the def2-TZVPD basis, the OMol25 dataset).

Last column: natural (NBO) charge in e.
Geometry (Å):
1 O 2.9033 -2.2513 1.4300  -0.533
2 C 2.0308 -1.7608 0.6583  0.803
3 C 0.5332 -2.3363 0.8681  -0.518
4 C -0.4649 -1.9834 -0.3358  -0.452
5 C -1.2709 -0.6279 -0.0968  -0.018
6 C -1.2311 0.2555 1.1684  -0.265
7 C -2.0023 1.5966 1.3415  -0.222
8 C -2.9077 2.0330 0.1446  -0.221
9 C -3.0169 1.1557 -1.1533  -0.217
10 C -2.1900 -0.1434 -1.2741  -0.215
11 O 2.3707 -0.8072 -0.3502  -0.539
12 C 2.3295 0.5446 0.1548  -0.164
13 C 2.6620 1.5607 -1.0712  0.971
14 F 1.4357 2.1948 -1.4742  -0.340
15 F 3.1339 0.7696 -2.1411  -0.315
16 F 3.5350 2.5988 -0.6840  -0.322
17 H 0.0898 -2.0740 1.8838  0.249
18 H 0.6621 -3.4857 0.8618  0.258
19 H 0.1876 -1.8736 -1.2856  0.242
20 H -1.2099 -2.8327 -0.5813  0.237
21 H -0.5484 -0.0859 2.0308  0.214
22 H -1.8960 2.2147 2.3032  0.238
23 H -3.4896 3.0066 0.2835  0.227
24 H -3.6988 1.4722 -2.0110  0.232
25 H -2.2849 -0.7308 -2.2507  0.227
26 H 1.2928 0.8747 0.5339  0.227
27 H 3.0449 0.7156 1.0468  0.218

Computed properties:
- LUMO (eV) = 0.30
- SMILES = O=C(CCc1ccccc1)OCC(F)(F)F

---

# C11H11HoN3O5

A molecular structure, C11H11HoN3O5 (the ωB97M-V functional and the def2-TZVPD basis, the OMol25 dataset).

Last column: natural (NBO) charge in e.
Geometry (Å):
1 Ho -0.9755 0.4808 -1.4494  1.531
2 O -2.1438 -2.5169 0.0457  -0.283
3 C -1.8983 -1.5653 -0.5721  0.484
4 C -0.5367 3.0644 -1.4591  0.503
5 O -0.5442 4.1602 -1.1234  -0.271
6 C -2.3166 0.9990 0.5495  0.495
7 O -2.7642 1.1397 1.6053  -0.294
8 C -0.1213 -1.0830 -3.3924  0.500
9 O 0.1494 -2.0069 -4.0207  -0.269
10 C -3.1987 0.1841 -2.5418  -0.417
11 H -3.0538 -0.6773 -3.2028  0.284
12 H -4.0120 0.0581 -1.8180  0.282
13 C -2.7004 1.4260 -2.8274  -0.514
14 H -3.0969 2.3170 -2.3256  0.293
15 H -2.1179 1.6318 -3.7374  0.296
16 C 4.0663 0.1150 0.6240  -0.417
17 N 2.6638 -0.1666 0.9486  -0.363
18 C 2.6450 -0.6527 2.2386  0.162
19 C 1.5119 -1.0131 2.8790  -0.334
20 C 0.3034 -0.8167 2.1542  0.492
21 N 0.3159 -0.3394 0.8874  -0.650
22 C 1.4769 -0.0154 0.2704  0.784
23 O 1.4256 0.4324 -0.9337  -0.728
24 N -0.8780 -1.1027 2.7178  -0.721
25 H 4.3170 0.5154 -0.3265  0.263
26 H 4.5990 -0.8316 0.7836  0.242
27 H 4.4138 0.7894 1.4180  0.240
28 H 3.6564 -0.7054 2.6761  0.271
29 H 1.5277 -1.4007 3.9064  0.293
30 H -0.9094 -1.4110 3.6693  0.441
31 H -1.8045 -1.0084 2.3566  0.406

Computed properties:
- LUMO (alpha / beta) (eV) = -13.06 / -12.94
- spin multiplicity = 5
- expectation value of S² = 6.004
- net charge = +3
- relative energy (zero: lowest compared OMol25 entry of this formula, charge and spin) (kcal/mol) = 10.8

---

The records above give, respectively, M values of 592.96; 154.02; 198.03; 489.42; 269.12; 1313.16; 232.20; 430.15 Da.